No. 1
{
  "formula": "C33H44F3FeN6PSSeSi",
  "method": "the ωB97M-V functional and the def2-TZVPD basis",
  "elements": ["Fe", "F", "C", "F", "F", "C", "C", "C", "C", "N", "C", "S", "H", "H", "H", "N", "C", "C", "C", "C", "C", "N", "H", "H", "H", "H", "H", "H", "C", "Si", "C", "C", "C", "C", "C", "C", "C", "C", "H", "H", "H", "H", "H", "H", "H", "H", "H", "H", "H", "H", "H", "H", "H", "H", "H", "H", "H", "H", "H", "C", "P", "C", "C", "C", "C", "C", "C", "C", "H", "H", "H", "H", "H", "H", "H", "H", "H", "H", "H", "Se", "N", "C", "C", "C", "C", "N", "C", "N", "H", "H", "H"],
  "positions_angstrom": [[0.114, -0.359, 0.147], [4.864, 0.864, 1.794], [4.532, -0.198, 2.546], [5.295, -0.165, 3.648], [4.873, -1.301, 1.857], [3.066, -0.195, 2.890], [2.637, -0.180, 4.197], [1.270, -0.183, 4.464], [0.393, -0.185, 3.407], [0.787, -0.184, 2.124], [2.114, -0.213, 1.859], [2.371, -0.281, 0.173], [3.359, -0.163, 5.000], [0.899, -0.170, 5.477], [-0.667, -0.163, 3.613], [-1.592, -2.515, -1.753], [-1.106, -1.375, -2.402], [-1.139, -1.510, -3.839], [-0.096, -1.086, -4.599], [1.011, -0.473, -3.997], [0.974, -0.327, -2.641], [-0.019, -0.742, -1.830], [-1.951, -3.220, -2.381], [-2.140, -2.401, -0.919], [-1.961, -2.063, -4.273], [-0.125, -1.242, -5.668], [1.858, -0.123, -4.563], [1.795, 0.179, -2.147], [2.163, 2.846, -0.488], [0.375, 2.393, -0.106], [-0.061, 3.236, 1.593], [-1.308, 2.626, 2.235], [-0.301, 4.746, 1.444], [1.121, 3.095, 2.565], [-0.611, 3.171, -1.597], [-0.431, 2.317, -2.858], [-2.099, 3.352, -1.313], [-0.040, 4.556, -1.962], [2.245, 3.933, -0.487], [2.480, 2.488, -1.467], [2.858, 2.450, 0.247], [-2.180, 2.691, 1.584], [-1.549, 3.156, 3.161], [-1.147, 1.577, 2.488], [-1.198, 4.977, 0.867], [0.547, 5.257, 0.990], [-0.439, 5.172, 2.441], [1.466, 2.070, 2.689], [0.822, 3.464, 3.550], [1.969, 3.694, 2.238], [-0.858, 1.322, -2.753], [0.623, 2.194, -3.117], [-0.916, 2.810, -3.705], [-2.572, 2.416, -1.042], [-2.604, 3.732, -2.205], [-2.289, 4.061, -0.505], [0.983, 4.481, -2.325], [-0.064, 5.275, -1.151], [-0.640, 4.967, -2.779], [-1.109, -3.718, 1.623], [0.314, -2.921, 0.789], [1.616, -3.268, 2.027], [0.791, -4.064, -0.544], [1.783, -3.652, -1.429], [2.159, -4.463, -2.489], [1.544, -5.692, -2.677], [0.564, -6.116, -1.791], [0.191, -5.307, -0.728], [-0.888, -4.736, 1.940], [-1.995, -3.739, 0.992], [-1.343, -3.134, 2.515], [1.680, -4.339, 2.222], [1.395, -2.748, 2.960], [2.581, -2.930, 1.646], [2.261, -2.689, -1.292], [2.929, -4.131, -3.171], [1.834, -6.323, -3.506], [0.091, -7.079, -1.926], [-0.578, -5.652, -0.051], [-3.854, 0.202, -3.047], [-4.887, 0.637, -1.685], [-4.221, 0.437, -0.565], [-4.744, 0.596, 0.753], [-3.926, 0.236, 1.773], [-2.589, -0.191, 1.516], [-2.020, -0.291, 0.338], [-2.869, -0.039, -0.714], [-2.517, -0.275, -1.955], [-5.745, 0.973, 0.896], [-4.244, 0.297, 2.803], [-1.966, -0.435, 2.358]],
  "forces_ev_per_a": [[-0.062, -0.140, 0.178], [-0.030, -0.066, 0.056], [0.073, 0.004, -0.008], [-0.059, 0.013, -0.029], [-0.027, 0.038, 0.019], [0.070, 0.006, 0.032], [0.070, 0.025, -0.093], [-0.034, -0.032, -0.003], [0.096, -0.011, 0.049], [-0.053, -0.063, 0.001], [-0.250, 0.063, -0.067], [0.313, -0.121, -0.086], [0.030, -0.004, 0.044], [-0.019, -0.003, 0.019], [-0.036, -0.016, -0.014], [-0.343, -0.280, 0.307], [2.108, -1.453, -0.845], [0.042, 0.062, 0.197], [0.023, 0.155, -0.134], [-0.036, -0.141, -0.031], [0.105, 0.158, 0.008], [-0.214, -0.031, 0.144], [-0.059, 0.104, 0.099], [0.042, -0.114, 0.137], [-0.086, -0.026, -0.040], [0.027, -0.017, -0.077], [0.047, 0.006, -0.028], [-0.060, -0.029, -0.013], [-0.101, -0.078, 0.159], [-0.060, 0.128, -0.109], [0.036, -0.084, -0.023], [0.111, -0.078, -0.012], [-0.092, -0.063, -0.115], [0.005, -0.050, -0.072], [0.116, 0.040, -0.001], [-0.076, 0.037, 0.131], [-0.013, 0.076, 0.023], [0.072, -0.113, -0.023], [0.023, 0.126, -0.004], [0.005, -0.025, -0.065], [0.062, 0.001, 0.046], [-0.105, 0.026, -0.093], [-0.020, 0.036, 0.063], [-0.003, 0.182, -0.043], [0.093, 0.029, 0.032], [0.034, 0.012, -0.034], [-0.011, 0.053, 0.065], [-0.001, 0.070, -0.009], [-0.014, 0.035, 0.066], [0.077, 0.015, -0.030], [-0.055, 0.117, -0.027], [-0.080, 0.076, 0.024], [-0.042, 0.050, -0.059], [-0.172, -0.246, 0.081], [-0.038, 0.027, -0.043], [-0.008, -0.062, -0.071], [0.060, 0.022, 0.002], [-0.016, 0.063, 0.144], [-0.033, 0.027, -0.040], [0.015, -0.015, -0.006], [0.028, 0.064, -0.047], [0.076, 0.015, -0.020], [-0.101, -0.035, 0.058], [0.012, 0.038, -0.034], [-0.019, 0.010, 0.029], [-0.009, -0.005, 0.030], [0.031, 0.003, -0.015], [0.009, 0.081, -0.027], [0.030, -0.015, 0.013], [-0.073, 0.012, -0.091], [0.005, 0.023, 0.029], [-0.047, 0.005, -0.021], [0.035, -0.010, 0.032], [-0.041, -0.004, 0.025], [0.001, -0.015, -0.015], [0.043, 0.015, -0.033], [0.011, -0.023, -0.032], [-0.022, -0.037, -0.005], [-0.046, -0.032, 0.027], [0.116, 0.008, 0.525], [-0.081, 0.015, -0.010], [0.031, -0.038, -0.097], [0.186, -0.030, 0.085], [-0.119, 0.044, -0.151], [0.085, -0.086, -0.229], [-0.135, 0.101, 0.272], [-0.184, 0.051, -0.320], [-1.209, 1.371, 0.144], [-0.083, 0.000, 0.031], [-0.036, 0.011, 0.035], [0.055, -0.060, 0.033]],
  "homo_energy_ev": [-10.26, -9.86],
  "orbital_gap_ev": [5.45, 5.03],
  "charge": 1,
  "spin_multiplicity": 2
}

***

No. 2
{
  "formula": "C18H31O17PS4",
  "method": "the ωB97M-V functional and the def2-TZVPD basis",
  "elements": ["C", "C", "C", "P", "O", "C", "C", "C", "C", "C", "C", "C", "H", "H", "H", "H", "H", "H", "H", "H", "H", "H", "H", "H", "H", "H", "H", "C", "C", "O", "S", "O", "O", "O", "H", "H", "H", "H", "C", "C", "O", "S", "O", "O", "O", "H", "H", "H", "H", "C", "C", "O", "S", "O", "O", "O", "H", "H", "H", "H", "C", "C", "O", "S", "O", "O", "O", "H", "H", "H", "H"],
  "positions_angstrom": [[1.965, 0.657, 0.459], [0.583, 0.152, 0.030], [0.642, -0.368, -1.414], [1.093, -2.171, -1.467], [-0.324, 1.229, 0.204], [-1.648, 0.970, -0.236], [-2.167, -0.420, 0.076], [-2.192, -0.891, 1.389], [-2.628, -2.182, 1.653], [-3.039, -3.001, 0.603], [-3.041, -2.539, -0.706], [-2.594, -1.246, -0.966], [1.830, 1.323, 1.305], [2.447, 1.174, -0.364], [2.561, -0.193, 0.756], [0.360, -0.673, 0.702], [-0.312, -0.329, -1.924], [1.407, 0.135, -1.995], [2.493, -2.179, -1.309], [0.702, -2.630, -0.192], [-2.277, 1.696, 0.276], [-1.767, 1.161, -1.304], [-1.850, -0.233, 2.175], [-2.640, -2.553, 2.665], [-3.385, -4.005, 0.805], [-3.363, -3.167, -1.523], [-2.559, -0.862, -1.976], [-6.170, -1.318, -1.470], [-7.265, -0.297, -1.248], [-7.250, 0.492, -2.446], [-6.852, -0.427, -3.697], [-8.028, -0.847, -4.367], [-5.790, 0.206, -4.389], [-6.281, -1.664, -2.858], [-5.182, -0.893, -1.298], [-6.294, -2.206, -0.856], [-7.080, 0.338, -0.387], [-8.245, -0.768, -1.153], [6.395, 2.657, 2.288], [7.344, 1.488, 2.445], [6.505, 0.419, 2.907], [5.047, 0.558, 2.262], [4.965, -0.279, 1.119], [4.092, 0.494, 3.306], [5.192, 2.069, 1.765], [6.164, 3.118, 3.244], [6.769, 3.408, 1.597], [8.131, 1.679, 3.169], [7.788, 1.192, 1.492], [-1.092, -4.400, -3.149], [-0.278, -5.673, -3.172], [-1.181, -6.670, -2.667], [-2.678, -6.325, -3.115], [-3.010, -7.073, -4.272], [-3.502, -6.342, -1.961], [-2.411, -4.810, -3.552], [-1.151, -3.983, -2.144], [-0.714, -3.645, -3.831], [0.604, -5.618, -2.542], [0.012, -5.950, -4.188], [3.042, 7.435, 3.471], [3.005, 6.387, 2.376], [4.361, 5.918, 2.300], [5.025, 5.955, 3.753], [4.933, 4.667, 4.342], [6.261, 6.641, 3.661], [3.937, 6.891, 4.453], [3.454, 8.379, 3.112], [2.068, 7.608, 3.920], [2.702, 6.790, 1.415], [2.362, 5.547, 2.642]],
  "forces_ev_per_a": [[-0.836, -0.189, -0.125], [1.061, 0.541, -0.306], [0.281, -0.981, 0.738], [-0.216, -0.425, -0.963], [-0.269, -0.149, -0.046], [-0.370, -0.111, 0.281], [0.069, -0.014, -0.232], [-0.118, -0.069, -0.392], [0.067, 0.148, -0.295], [-0.194, -0.083, -0.026], [0.268, 0.347, 0.186], [0.106, 0.000, 0.535], [0.158, 0.070, 0.136], [0.179, 0.221, -0.002], [0.302, -0.075, 0.031], [-0.550, -0.039, 0.083], [-0.071, 0.235, -0.103], [-0.094, 0.302, -0.177], [-0.028, 0.231, 0.419], [0.210, 0.222, 0.163], [0.032, 0.171, 0.071], [0.143, 0.004, -0.166], [0.018, -0.017, 0.168], [-0.012, -0.068, 0.132], [0.025, -0.103, 0.044], [-0.108, -0.159, -0.028], [-0.063, -0.024, -0.191], [0.182, 0.194, 0.194], [-0.290, -0.262, 0.050], [0.254, -0.006, -0.021], [0.018, -0.069, 0.290], [0.026, -0.036, -0.142], [-0.027, 0.091, -0.104], [-0.253, 0.047, -0.003], [-0.013, 0.024, 0.058], [-0.013, -0.120, -0.175], [0.047, 0.163, -0.127], [0.021, -0.010, 0.013], [0.163, 0.123, 0.309], [0.117, -0.016, -0.402], [-0.158, 0.171, 0.141], [0.466, 0.311, 0.125], [-0.143, -0.090, -0.026], [-0.127, -0.229, -0.038], [0.090, -0.184, -0.183], [0.008, -0.001, 0.044], [-0.164, -0.057, -0.144], [-0.101, -0.137, 0.150], [0.002, 0.026, 0.010], [0.052, 0.126, 0.281], [0.096, 0.007, -0.365], [-0.126, 0.163, 0.159], [0.280, 0.144, -0.031], [-0.154, -0.015, 0.004], [-0.077, -0.102, 0.049], [0.094, -0.196, -0.134], [0.030, 0.005, -0.017], [-0.160, 0.005, -0.095], [-0.094, -0.120, 0.146], [-0.001, 0.018, 0.010], [0.035, 0.266, -0.223], [-0.310, -0.206, 0.148], [0.121, 0.254, 0.059], [-0.382, 0.210, -0.037], [0.163, -0.039, 0.157], [0.160, -0.151, -0.037], [-0.063, -0.189, -0.116], [-0.009, -0.016, -0.014], [0.061, -0.090, 0.168], [0.197, -0.022, -0.073], [-0.009, 0.026, 0.004]],
  "homo_energy_ev": -9.16,
  "orbital_gap_ev": 9.48,
  "smiles": "C[C@H](CP)OCc1ccccc1.O=S1(=O)OCCO1.O=S1(=O)OCCO1.O=S1(=O)OCCO1.O=S1(=O)OCCO1",
  "charge": 0,
  "spin_multiplicity": 1
}

***

No. 3
{
  "formula": "C9H10HgN2S",
  "method": "the ωB97M-V functional and the def2-TZVPD basis",
  "elements": ["C", "C", "C", "C", "C", "Hg", "C", "C", "C", "N", "H", "H", "H", "H", "H", "H", "H", "H", "H", "H", "S", "C", "N"],
  "positions_angstrom": [[0.810, -1.732, -1.587], [-0.598, -1.599, -1.749], [-1.254, -2.084, -0.584], [-0.282, -2.432, 0.367], [1.053, -2.125, -0.203], [0.926, 0.022, -0.120], [-1.327, 1.912, -0.363], [0.097, 2.330, -0.514], [0.479, 2.809, -1.827], [0.918, 1.954, 0.528], [-2.347, -2.218, -0.518], [-1.012, -1.171, -2.646], [-0.422, -2.767, 1.392], [2.076, -2.280, 0.167], [1.575, -1.592, -2.374], [-1.951, 1.943, -1.264], [1.695, 2.228, 1.068], [-1.782, 1.813, 0.647], [-0.333, 3.049, -2.515], [1.540, 2.965, -2.094], [0.523, -0.991, 3.504], [0.002, -0.288, 4.838], [-0.385, 0.253, 5.848]],
  "forces_ev_per_a": [[-0.627, 0.386, -0.280], [0.642, -1.068, -0.259], [0.413, -0.435, -0.493], [1.177, 0.175, -0.447], [-1.032, -1.259, -0.158], [0.261, 1.559, 1.325], [2.128, 0.370, 0.488], [-3.447, 1.253, -3.260], [0.529, -0.182, 2.046], [-0.227, -2.229, 0.718], [0.792, 0.365, 0.294], [-0.361, -0.097, -0.013], [-0.086, 0.187, -0.313], [-0.800, -0.525, 0.156], [-0.574, 0.053, 0.653], [0.100, 0.053, 0.420], [0.741, 1.466, -0.440], [0.469, 0.036, -0.871], [0.440, 0.051, 0.087], [-0.628, -0.078, 0.091], [0.760, -1.065, -1.741], [-1.820, 2.674, 5.001], [1.150, -1.691, -3.004]],
  "de_lowest_kj_mol": 0.0,
  "homo_energy_ev": 0.93,
  "orbital_gap_ev": 4.67,
  "charge": -2,
  "spin_multiplicity": 1
}

***

Which of these has the lowest charge? C9H10HgN2S